# 1
Molecular formula: C53H54N4O2P2S2Zr
Method: DFT, the ωB97M-V functional and the def2-TZVPD basis

maximum force = 1.964 eV/Å
energy = -107415.5864 eV
spin multiplicity = 1
energy above the lowest of the compared OMol25 structures with the same formula, charge and spin = 90.2 kJ/mol
HOMO-LUMO gap = 5.827 eV
charge = +2
LUMO = -5.7 eV

CARTESIAN COORDINATES (ANGSTROEM)
Zr: -0.247 0.528 0.080
C: 2.553 -12.329 -3.563
O: 1.473 -11.516 -4.026
C: 1.420 -10.241 -3.610
C: 0.346 -9.488 -4.087
C: 0.215 -8.169 -3.720
C: 1.144 -7.563 -2.869
C: 2.202 -8.326 -2.389
C: 2.347 -9.656 -2.750
C: 1.042 -6.149 -2.493
N: 1.792 -5.519 -1.608
C: 1.331 -4.234 -1.599
C: 0.301 -4.057 -2.484
N: 0.129 -5.293 -3.057
C: -0.295 -2.788 -2.733
C: -1.265 -2.504 -3.709
C: -1.681 -1.213 -3.897
C: -1.178 -0.213 -3.071
N: -0.299 -0.454 -2.117
C: 0.163 -1.719 -1.957
C: 1.221 -1.893 -1.002
N: 1.632 -0.778 -0.325
C: 2.716 -0.886 0.434
C: 3.412 -2.076 0.611
C: 2.955 -3.214 0.000
C: 1.840 -3.127 -0.846
H: 2.412 -13.301 -4.018
H: 2.529 -12.429 -2.477
H: 3.513 -11.916 -3.875
H: -0.374 -9.970 -4.739
H: -0.645 -7.618 -4.090
H: 2.918 -7.863 -1.722
H: 3.178 -10.227 -2.359
H: -0.542 -5.550 -3.760
H: -1.669 -3.299 -4.324
H: -2.411 -0.958 -4.654
H: -1.528 0.806 -3.172
H: 3.051 0.013 0.919
H: 4.288 -2.089 1.244
H: 3.441 -4.174 0.128
S: -0.819 -1.407 1.486
C: -2.486 -1.002 1.914
C: -3.010 -1.458 3.125
C: -4.318 -1.173 3.470
C: -5.115 -0.419 2.610
C: -4.603 0.038 1.408
C: -3.285 -0.254 1.041
S: -2.684 0.198 -0.550
H: -2.381 -2.040 3.790
H: -4.719 -1.539 4.407
H: -6.141 -0.195 2.877
H: -5.222 0.613 0.727
O: -1.015 2.386 0.564
P: -1.369 3.630 -0.307
C: -1.585 5.083 0.685
C: -1.127 5.135 2.000
C: -1.273 6.303 2.734
C: -1.863 7.418 2.152
C: -2.317 7.371 0.838
C: -2.187 6.206 0.102
C: 0.017 3.861 -1.421
C: 0.565 5.110 -1.695
C: 1.623 5.213 -2.593
C: 2.130 4.083 -3.219
C: 1.593 2.831 -2.947
C: 0.544 2.730 -2.052
C: -2.837 3.474 -1.295
C: -4.070 3.513 -0.637
C: -5.241 3.418 -1.366
C: -5.187 3.297 -2.753
C: -3.965 3.278 -3.411
C: -2.784 3.371 -2.684
H: -0.667 4.265 2.451
H: -0.928 6.342 3.760
H: -1.978 8.330 2.727
H: -2.782 8.241 0.391
H: -2.564 6.164 -0.914
H: 0.176 5.997 -1.208
H: 2.053 6.185 -2.803
H: 2.951 4.175 -3.919
H: 1.988 1.945 -3.428
H: 0.112 1.749 -1.873
H: -4.112 3.600 0.444
H: -6.198 3.444 -0.860
H: -6.106 3.237 -3.323
H: -3.930 3.202 -4.491
H: -1.834 3.384 -3.204
C: 3.024 -0.513 3.489
C: 2.482 0.887 3.798
C: 3.623 1.813 4.195
P: 1.250 1.545 2.544
C: -0.167 1.988 3.684
C: 0.111 3.012 4.785
C: -0.726 0.718 4.347
C: 1.908 3.103 1.714
C: 2.793 2.672 0.537
C: 2.623 4.272 2.409
H: 3.408 -0.964 4.408
H: 3.862 -0.465 2.788
H: 2.258 -1.180 3.089
H: 1.841 0.771 4.669
H: 4.321 1.976 3.370
H: 4.184 1.331 5.001
H: 3.281 2.777 4.564
H: -0.941 2.366 3.023
H: 0.832 2.630 5.513
H: -0.820 3.204 5.328
H: 0.476 3.965 4.418
H: -0.089 0.382 5.171
H: -0.837 -0.108 3.652
H: -1.709 0.933 4.774
H: 0.989 3.513 1.309
H: 3.733 2.240 0.896
H: 3.048 3.535 -0.083
H: 2.328 1.938 -0.120
H: 3.645 4.029 2.687
H: 2.113 4.652 3.286
H: 2.678 5.096 1.690

Force components x, y, z for each atom (eV/Å):
Zr -0.8 -1.6 0.7
C -0.1 0.1 0.0
O 0.1 -0.1 0.1
C 0.1 -0.1 0.0
C -0.1 0.0 -0.1
C -0.2 0.0 0.0
C 0.0 0.3 0.0
C 0.1 0.0 0.1
C 0.1 0.1 0.1
C 0.0 0.0 0.0
N -0.1 0.0 0.0
C 0.5 -0.1 0.3
C -0.3 -0.1 -0.3
N -0.2 0.0 -0.1
C -0.1 -0.2 -0.2
C 0.0 -0.2 -0.1
C -0.1 0.0 -0.1
C 0.0 0.2 -0.1
N 0.1 0.0 0.3
C 0.1 0.3 -0.1
C 0.2 0.3 0.0
N 0.1 -0.2 -0.1
C -0.1 0.1 -0.2
C 0.1 -0.1 0.0
C 0.1 -0.1 0.0
C 0.1 -0.4 0.0
H 0.0 0.0 0.0
H 0.0 0.0 0.0
H 0.0 0.0 0.0
H 0.1 0.1 0.0
H 0.1 -0.1 0.0
H 0.0 0.0 0.0
H 0.0 0.1 0.0
H 0.0 0.0 0.0
H 0.0 0.0 0.0
H 0.1 0.0 0.0
H 0.0 0.0 0.0
H 0.0 0.1 0.1
H 0.0 0.0 0.0
H 0.0 0.1 0.0
S 0.2 0.3 -0.1
C 0.0 0.0 0.0
C 0.0 0.0 0.0
C 0.0 0.0 0.0
C 0.0 0.0 0.0
C 0.0 0.0 0.0
C -0.1 0.1 0.0
S 0.2 -0.3 0.0
H 0.0 0.0 0.0
H 0.0 0.0 -0.1
H 0.1 0.0 0.0
H 0.0 0.0 0.1
O 0.2 1.0 -0.3
P 0.1 0.0 0.1
C 0.0 0.1 0.2
C 0.0 0.1 0.0
C 0.0 0.0 0.0
C 0.0 0.0 0.0
C 0.0 0.0 0.0
C 0.0 -0.1 0.1
C 0.1 0.0 -0.1
C 0.0 0.0 0.0
C 0.0 0.0 0.0
C 0.1 0.1 0.0
C 0.0 -0.1 0.0
C -0.1 0.3 0.2
C -0.1 0.0 0.0
C 0.0 -0.1 0.0
C 0.0 0.0 0.0
C 0.0 0.0 0.0
C 0.0 0.0 0.0
C -0.1 0.0 0.0
H -0.1 0.1 0.0
H 0.0 0.0 0.0
H 0.0 -0.1 0.0
H 0.0 0.0 0.0
H 0.0 0.0 0.0
H 0.0 -0.1 0.0
H 0.0 -0.1 0.0
H -0.1 0.0 0.0
H 0.0 0.0 0.0
H 0.0 0.1 -0.4
H 0.0 0.0 0.0
H 0.0 0.0 0.0
H 0.0 0.0 0.0
H 0.0 0.0 0.1
H 0.0 0.0 0.0
C 0.0 0.0 0.1
C -0.1 -0.4 -0.2
C 0.1 0.0 0.0
P -0.1 0.5 0.0
C 0.2 -0.2 0.2
C 0.0 0.0 0.0
C 0.1 0.0 0.0
C 0.3 -0.1 0.1
C 0.1 0.1 0.1
C -0.1 -0.1 0.0
H 0.0 0.1 0.0
H -0.1 0.0 0.1
H 0.0 0.0 0.0
H -0.1 0.0 0.1
H 0.0 0.0 0.0
H 0.0 0.1 -0.1
H 0.0 0.0 0.0
H -0.1 0.1 -0.2
H 0.0 0.0 -0.1
H 0.1 0.0 0.0
H 0.1 0.2 -0.1
H 0.0 0.1 0.0
H 0.1 0.0 0.0
H 0.1 0.0 0.0
H -0.2 0.1 -0.2
H 0.0 0.0 0.0
H 0.0 0.0 0.0
H -0.1 -0.1 -0.1
H 0.0 0.0 0.0
H -0.1 0.0 0.2
H 0.0 0.0 0.0

---

# 2
Molecular formula: C53H56Ge2O2OsPS
Method: DFT, the ωB97M-V functional and the def2-TZVPD basis

maximum force = 1.766 eV/Å
energy = -195570.3035 eV
spin multiplicity = 6
⟨S²⟩ = 8.824
energy above the lowest of the compared OMol25 structures with the same formula, charge and spin = 77.4 kJ/mol
HOMO-LUMO gap (spin up / spin down) = 6.288 / 3.455 eV
charge = +2
LUMO (spin up / spin down) = -5.2 / -9.2 eV

CARTESIAN COORDINATES (ANGSTROEM)
Os: 0.861 -1.525 -1.269
C: 0.771 -3.091 -2.984
C: 1.808 -2.160 -3.355
C: 2.865 -2.267 -2.420
C: 2.460 -3.205 -1.406
C: 1.175 -3.751 -1.791
C: 0.500 -4.957 -1.223
C: 3.397 -3.814 -0.419
C: 4.191 -1.595 -2.527
C: 1.825 -1.299 -4.572
C: -0.464 -3.393 -3.767
H: -0.569 -4.802 -1.077
H: 0.938 -5.253 -0.278
H: 0.617 -5.783 -1.929
H: 4.010 -3.074 0.088
H: 4.069 -4.476 -0.973
H: 2.881 -4.404 0.329
H: 4.823 -2.162 -3.216
H: 4.704 -1.553 -1.567
H: 4.102 -0.582 -2.921
H: 2.131 -0.279 -4.334
H: 0.853 -1.262 -5.057
H: 2.546 -1.701 -5.287
H: -1.273 -3.733 -3.123
H: -0.256 -4.190 -4.485
H: -0.809 -2.525 -4.326
O: -0.176 -0.202 -2.350
P: -0.279 1.189 -1.629
C: -1.349 1.583 1.070
C: -0.398 2.532 1.750
C: -0.551 2.882 3.052
C: -1.533 2.287 3.873
C: -2.302 1.227 3.363
C: -2.160 0.810 2.079
C: 1.341 1.971 -1.749
C: 1.577 2.903 -2.764
C: 2.857 3.384 -2.995
C: 3.920 2.921 -2.238
C: 3.700 1.989 -1.233
C: 2.419 1.527 -0.976
C: -1.402 2.171 -2.602
C: -2.059 1.532 -3.654
C: -2.849 2.274 -4.520
C: -2.987 3.642 -4.332
C: -2.350 4.275 -3.270
C: -1.553 3.546 -2.407
H: 0.351 3.016 1.133
H: 0.090 3.644 3.479
H: -1.650 2.607 4.898
H: -2.985 0.696 4.014
H: -2.754 -0.007 1.697
H: 0.771 3.243 -3.398
H: 3.020 4.113 -3.777
H: 4.920 3.292 -2.422
H: 4.527 1.638 -0.635
H: 2.262 0.856 -0.138
H: -1.938 0.469 -3.807
H: -3.345 1.786 -5.348
H: -3.586 4.224 -5.020
H: -2.468 5.341 -3.126
H: -1.043 4.047 -1.595
C: 2.989 0.088 4.791
Ge: 2.728 0.444 2.886
C: 4.236 -0.192 1.777
C: 2.753 2.380 2.638
Ge: 0.817 -1.004 2.215
C: 1.573 -2.835 2.323
C: 0.751 -3.933 2.062
C: 1.131 -5.221 2.413
C: 2.344 -5.440 3.053
C: 3.166 -4.362 3.339
C: 2.781 -3.077 2.976
C: -0.727 -1.364 3.357
C: -1.833 -2.059 2.873
C: -2.841 -2.469 3.731
C: -2.751 -2.189 5.089
C: -1.649 -1.509 5.583
C: -0.637 -1.103 4.720
H: 3.944 0.515 5.100
H: 2.988 -0.974 5.028
H: 2.201 0.576 5.365
H: 4.715 0.677 1.332
H: 3.917 -0.869 0.984
H: 4.983 -0.705 2.382
H: 3.750 2.691 2.959
H: 2.023 2.896 3.258
H: 2.627 2.675 1.599
H: -0.217 -3.791 1.597
H: 0.470 -6.053 2.206
H: 2.634 -6.441 3.343
H: 4.107 -4.517 3.851
H: 3.445 -2.264 3.229
H: -1.924 -2.271 1.812
H: -3.698 -3.006 3.344
H: -3.537 -2.508 5.761
H: -1.572 -1.297 6.641
H: 0.218 -0.574 5.123
C: -6.813 2.631 -3.226
C: -6.581 4.050 -2.801
O: -6.600 4.994 -3.519
S: -6.339 4.389 -0.986
C: -4.842 3.545 -0.596
C: -4.623 2.177 -0.798
C: -3.463 1.592 -0.344
C: -2.496 2.334 0.350
C: -2.718 3.695 0.549
C: -3.868 4.296 0.070
C: -0.571 0.681 0.094
C: 0.152 -0.455 0.323
H: -7.093 2.612 -4.276
H: -7.597 2.188 -2.612
H: -5.901 2.050 -3.082
H: -5.383 1.562 -1.258
H: -3.327 0.526 -0.488
H: -2.005 4.291 1.100
H: -4.031 5.354 0.230

Force components x, y, z for each atom (eV/Å):
Os 1.1 -1.4 -0.1
C 0.1 0.3 0.1
C 0.0 -0.1 0.2
C -0.3 -0.1 0.1
C -0.1 0.2 0.0
C 0.0 0.2 0.0
C 0.0 0.0 -0.1
C 0.1 0.0 -0.1
C 0.0 0.1 0.0
C 0.0 0.1 0.0
C 0.0 0.0 0.0
H 0.0 0.0 0.0
H 0.0 0.0 0.1
H 0.0 0.0 0.0
H 0.0 0.1 0.1
H 0.0 0.0 0.1
H -0.1 0.0 0.1
H 0.0 0.0 0.0
H 0.0 0.0 0.0
H 0.0 0.0 0.0
H 0.0 0.0 0.0
H 0.0 0.0 0.0
H 0.0 0.0 0.0
H 0.0 0.0 0.0
H 0.0 0.0 0.0
H 0.0 0.0 0.0
O -0.7 1.2 -0.2
P 0.8 -1.4 0.1
C 0.5 0.2 -0.1
C -0.3 0.2 -0.1
C 0.0 0.1 0.1
C 0.1 0.2 0.0
C -0.2 0.0 -0.1
C -0.4 0.2 0.0
C 0.0 0.2 -0.1
C 0.0 -0.1 0.0
C 0.0 0.0 -0.1
C 0.0 0.0 0.0
C -0.1 0.1 0.0
C 0.0 0.1 0.2
C -0.2 0.1 0.0
C -0.1 0.1 0.0
C 0.0 0.0 0.0
C -0.1 0.1 0.0
C -0.1 0.0 0.0
C 0.0 -0.1 -0.1
H 0.0 -0.1 0.0
H 0.0 -0.1 0.0
H 0.0 0.0 0.0
H 0.1 -0.1 0.0
H 0.0 0.0 0.0
H 0.0 0.0 0.0
H 0.0 0.0 0.0
H 0.0 0.0 0.0
H 0.0 0.0 0.0
H 0.0 0.0 -0.1
H 0.1 0.0 0.0
H 0.0 0.0 0.0
H 0.0 0.0 0.0
H 0.0 0.0 0.0
H 0.1 0.0 0.0
C 0.1 0.1 0.0
Ge -0.2 -0.3 0.0
C 0.0 0.0 0.1
C -0.1 0.1 0.1
Ge -0.1 0.0 -0.6
C -0.1 0.1 -0.1
C 0.0 0.0 -0.1
C 0.0 0.0 0.0
C 0.0 0.0 0.0
C 0.0 0.0 -0.1
C 0.0 0.0 -0.1
C 0.2 0.1 0.2
C 0.0 0.0 0.1
C 0.0 0.0 0.0
C 0.0 0.0 0.0
C 0.0 0.0 0.0
C -0.1 -0.1 0.0
H 0.0 0.0 0.0
H 0.0 0.0 0.0
H 0.0 0.0 0.0
H 0.0 0.0 0.0
H 0.0 0.0 0.0
H 0.0 0.0 0.0
H 0.0 0.0 0.0
H 0.1 0.0 0.0
H 0.0 0.0 0.0
H 0.0 0.0 0.0
H 0.0 0.0 0.0
H 0.0 0.0 0.0
H 0.0 0.0 0.0
H 0.0 0.1 0.0
H 0.0 0.0 0.0
H 0.0 0.0 0.0
H 0.0 0.0 0.0
H 0.0 0.0 0.0
H 0.0 0.0 0.0
C 0.1 0.0 0.1
C -0.5 -0.7 -1.4
O 0.2 -0.1 0.9
S 1.3 0.1 0.5
C -1.3 0.6 -0.4
C 0.5 -1.0 -0.2
C -0.9 -0.2 -0.6
C 0.4 -0.3 0.7
C -0.6 0.7 -0.1
C 0.7 0.3 0.8
C -0.3 0.2 -0.4
C 0.0 -0.1 0.3
H 0.0 0.0 0.0
H 0.0 0.0 0.0
H 0.0 0.1 -0.1
H 0.1 0.0 0.1
H 0.1 0.1 0.0
H 0.0 0.0 0.0
H 0.0 0.0 0.0